{"formula": "C10H16BeN2P", "method": "ωB97M-V with the def2-TZVPD basis set", "symbols": ["C", "C", "C", "C", "C", "Be", "P", "H", "H", "H", "H", "H", "H", "H", "H", "C", "C", "C", "C", "N", "N", "C", "H", "H", "H", "H", "H", "H", "H", "H"], "coordinates": [[1.23190, 0.57581, -1.70466], [0.74856, -0.71441, -1.29000], [1.75412, -1.38596, -0.49152], [2.81490, -0.41573, -0.21248], [2.61096, 0.94100, -0.66856], [1.47638, 0.18072, -0.35321], [-2.77242, -0.40565, 0.05602], [0.74796, 1.19925, -2.49869], [-0.15930, -1.29862, -1.21903], [1.68501, -2.42163, -0.13287], [3.35000, 1.66329, -0.37849], [3.55260, -1.00670, 0.36344], [-3.31243, -0.63196, 1.34148], [-3.55482, -1.42463, -0.53474], [-3.69946, 0.61605, -0.22387], [-0.81218, 4.46387, -0.05335], [-0.31424, 3.20486, 0.60936], [-0.48670, 2.64195, 1.86991], [0.01545, 1.35066, 1.80871], [0.41216, 1.07260, 0.53475], [0.23773, 2.22115, -0.10937], [0.30387, 0.41743, 2.83852], [-1.76348, 4.74764, 0.43712], [-0.09343, 5.30295, 0.10420], [-1.01080, 4.38473, -1.14605], [-0.93367, 3.22661, 2.70095], [0.73761, 2.33427, -0.95387], [1.29747, 0.44891, 3.23625], [-0.37626, 0.43349, 3.65567], [0.28128, -0.54183, 2.42685]], "nbo_charge": [-0.76, -0.55, -0.43, -0.56, -0.75, 1.25, 0.00, 0.22, 0.25, 0.23, 0.27, 0.24, -0.03, -0.03, -0.03, -0.77, 0.11, -0.36, 0.17, -0.42, -0.32, -0.70, 0.22, 0.22, 0.23, 0.22, 0.43, 0.23, 0.21, 0.23], "molar_mass_g_mol": 204.2, "energy_ev": -23287.7225, "spin_multiplicity": 1, "charge": -1, "lumo_energy_ha": [0.103, 0.103], "homo_lumo_gap_ev": [2.3, 2.3]}

{"formula": "C10H16Cl2MgO8", "method": "ωB97M-V with the def2-TZVPD basis set", "symbols": ["Mg", "C", "C", "O", "O", "H", "H", "H", "C", "C", "O", "O", "H", "H", "H", "C", "C", "O", "O", "H", "H", "H", "C", "C", "O", "O", "H", "H", "H", "Cl", "C", "C", "Cl", "H", "H", "H", "H"], "coordinates": [[0.23007, -0.73903, 0.18931], [-3.62234, -1.27083, 0.98061], [-2.12695, -0.85796, 0.76367], [-1.66658, -0.48855, -0.34806], [-1.24658, -0.99684, 1.59543], [-3.63080, -2.05023, 1.74255], [-4.00342, -1.51719, -0.01045], [-4.15630, -0.42810, 1.41971], [1.73340, -4.65169, -0.75581], [1.65202, -3.16353, -0.71870], [0.83084, -2.62498, 0.10148], [2.48612, -2.53925, -1.38769], [1.59773, -5.07896, 0.23774], [2.70887, -5.00887, -1.08596], [0.91779, -5.02252, -1.37658], [3.55858, 1.09844, 2.35687], [3.02025, 0.30265, 1.14030], [1.85344, -0.22855, 1.17579], [3.62157, 0.14431, 0.07354], [4.61704, 0.90334, 2.52918], [3.02206, 1.09184, 3.30567], [3.56841, 2.14558, 2.05439], [-0.01055, 1.20296, -3.20201], [1.21640, 0.61763, -2.60019], [2.29124, 0.73734, -3.16175], [1.20448, -0.03705, -1.55395], [-0.57099, 1.84658, -2.52396], [-0.75849, 0.50962, -3.58668], [0.17504, 1.86917, -4.04452], [-0.34931, 2.03741, 1.04095], [-1.66967, 3.09495, 0.48610], [-2.99027, 2.91201, 1.22410], [-4.10503, 4.13181, 0.66622], [-1.75396, 2.82783, -0.56729], [-1.38220, 4.14543, 0.53018], [-2.74102, 3.10792, 2.26699], [-3.52088, 1.97730, 1.04280]], "nbo_charge": [1.79, -0.72, 0.76, -0.85, -0.78, 0.22, 0.23, 0.20, -0.71, 0.75, -0.92, -0.66, 0.19, 0.20, 0.19, -0.72, 0.76, -0.93, -0.65, 0.20, 0.19, 0.21, -0.71, 0.74, -0.74, -0.83, 0.18, 0.20, 0.19, 0.00, -0.41, -0.39, -0.08, 0.23, 0.20, 0.21, 0.23], "molar_mass_g_mol": 359.4, "energy_ev": -57504.5066, "spin_multiplicity": 1, "charge": -2, "lumo_energy_ha": 0.150, "homo_lumo_gap_ev": 5.2}

{"formula": "C10H16Cl4O6", "method": "ωB97M-V with the def2-TZVPD basis set", "symbols": ["C", "C", "O", "C", "O", "O", "H", "H", "H", "H", "C", "C", "O", "C", "O", "O", "H", "H", "H", "H", "Cl", "C", "C", "Cl", "H", "H", "H", "H", "Cl", "C", "C", "Cl", "H", "H", "H", "H"], "coordinates": [[13.55381, 4.03702, 0.52933], [12.72623, 5.13493, 1.28381], [13.47330, 5.30043, 2.46962], [14.72010, 4.96677, 2.26813], [15.66011, 5.06575, 3.05084], [14.80223, 4.27745, 1.10408], [13.68581, 4.22378, -0.53640], [13.20037, 3.00591, 0.52472], [11.69574, 4.87960, 1.53075], [12.71493, 6.09067, 0.75985], [17.10329, 6.79209, -1.14788], [15.59707, 6.90239, -1.53423], [15.14840, 7.92329, -0.73174], [16.04726, 8.39674, 0.11560], [15.78438, 9.16694, 1.06028], [17.21289, 7.73317, -0.11312], [17.59618, 6.90958, -2.11295], [17.38472, 5.79528, -0.80838], [15.09056, 5.97564, -1.26464], [15.46353, 7.14528, -2.58840], [15.19757, 8.02765, 6.32085], [15.81642, 8.17314, 4.61133], [16.63575, 9.43512, 4.48915], [18.04926, 9.18348, 5.49549], [14.95806, 8.31652, 3.95500], [16.31200, 7.24643, 4.32202], [16.17294, 10.37313, 4.79581], [17.06869, 9.62071, 3.50618], [17.47777, 12.53440, 6.10317], [18.68704, 12.64097, 7.39795], [18.58421, 13.97471, 8.13842], [19.93891, 14.17871, 9.16446], [19.70608, 12.48071, 7.04588], [18.56245, 11.78040, 8.05522], [17.70386, 14.19168, 8.74342], [18.45803, 14.77984, 7.41458]], "nbo_charge": [-0.10, -0.10, -0.47, 0.97, -0.58, -0.50, 0.19, 0.20, 0.21, 0.19, -0.10, -0.09, -0.49, 0.98, -0.59, -0.48, 0.19, 0.20, 0.18, 0.19, -0.09, -0.37, -0.40, -0.07, 0.22, 0.25, 0.23, 0.24, -0.05, -0.39, -0.43, -0.02, 0.23, 0.22, 0.22, 0.22], "molar_mass_g_mol": 374.0, "smiles": "O=C1OCCO1.O=C1OCCO1.ClCCCl.ClCCCl", "energy_ev": -73003.3923, "spin_multiplicity": 1, "charge": 0, "lumo_energy_ha": 0.010, "homo_lumo_gap_ev": 10.1}

{"formula": "C10H16ClInPbTe", "method": "ωB97M-V with the def2-TZVPD basis set", "symbols": ["In", "Cl", "C", "H", "H", "H", "Pb", "C", "C", "C", "H", "H", "H", "H", "H", "H", "H", "H", "Te", "C", "C", "C", "C", "C", "C", "H", "H", "H", "H", "H"], "coordinates": [[-0.12040, 0.03832, -0.35957], [-0.34790, 2.23310, -1.48368], [-2.18842, -0.19430, 0.29426], [-2.22754, -0.68064, 1.27041], [-2.68769, -0.81385, -0.45781], [-2.68196, 0.78487, 0.33332], [0.46271, 0.27170, -3.68194], [2.59865, 0.90670, -4.00478], [-1.07706, 0.09064, -5.33191], [0.39071, -1.31129, -2.09069], [-1.49428, -0.92943, -5.32649], [-1.87024, 0.83310, -5.15637], [-0.56062, 0.28927, -6.28028], [3.26779, 0.12560, -3.61355], [2.73575, 1.02866, -5.08662], [2.76254, 1.85726, -3.47612], [-0.47562, -1.99813, -2.17966], [1.33564, -1.84827, -1.88802], [2.07289, 0.31408, 1.26084], [0.90644, 0.13978, 2.97713], [-0.25428, 0.92580, 3.17237], [-1.02437, 0.70903, 4.32135], [-0.63195, -0.24529, 5.26922], [0.51763, -1.02352, 5.06004], [1.29419, -0.85046, 3.91018], [-0.53258, 1.66234, 2.41593], [-1.93605, 1.29093, 4.46725], [-1.23154, -0.39249, 6.16668], [0.81120, -1.77271, 5.79711], [2.18638, -1.44077, 3.70140]], "nbo_charge": [1.07, -0.54, -1.11, 0.23, 0.21, 0.23, 1.55, -0.98, -0.97, -1.30, 0.24, 0.25, 0.23, 0.24, 0.23, 0.25, 0.24, 0.25, -0.02, -0.24, -0.25, -0.19, -0.23, -0.20, -0.25, 0.22, 0.21, 0.21, 0.21, 0.22], "molar_mass_g_mol": 621.3, "energy_ev": -40864.3037, "spin_multiplicity": 1, "charge": 0, "lumo_energy_ha": -0.044, "homo_lumo_gap_ev": 6.0}

{"formula": "C10H16ClPbPrSe", "method": "ωB97M-V with the def2-TZVPD basis set", "symbols": ["Pr", "Cl", "C", "H", "H", "H", "Pb", "C", "C", "C", "H", "H", "H", "H", "H", "H", "H", "H", "Se", "C", "C", "C", "C", "C", "C", "H", "H", "H", "H", "H"], "coordinates": [[0.99528, -1.46240, -0.23568], [0.43996, 1.16473, -1.10543], [-1.29189, -1.19603, 0.38026], [-0.97720, -1.49510, 1.41434], [-2.12760, -1.87203, 0.03089], [-1.71297, -0.17217, 0.53423], [0.16870, 0.29223, -3.54276], [-1.35741, 1.54365, -4.73225], [1.75750, 1.84977, -4.01667], [0.74923, -1.82634, -2.90519], [2.69872, 1.79114, -3.47380], [1.79306, 1.49670, -5.04916], [1.40645, 2.89040, -3.98558], [-2.40495, 1.25764, -4.58412], [-1.25296, 2.63377, -4.62104], [-0.87922, 1.25120, -5.67317], [0.24910, -2.63139, -3.53655], [1.81532, -2.11774, -3.12431], [2.13381, 0.40202, 1.72253], [0.82171, -0.09352, 2.98746], [-0.44048, 0.56527, 3.02801], [-1.27372, 0.36426, 4.12985], [-0.90049, -0.49214, 5.16935], [0.30895, -1.18364, 5.06938], [1.12464, -1.06147, 3.95803], [-0.71632, 1.22400, 2.19917], [-2.21532, 0.91555, 4.19484], [-1.57225, -0.61166, 6.02869], [0.62011, -1.80225, 5.88612], [2.04024, -1.62445, 3.85255]], "lowdin_charge": [0.64, 0.06, -0.33, -0.02, 0.01, 0.00, 1.11, -0.23, -0.30, -0.48, -0.01, -0.04, 0.00, -0.01, 0.01, -0.03, -0.05, -0.07, 0.56, -0.71, -0.14, -0.09, -0.10, -0.10, -0.15, 0.10, 0.10, 0.10, 0.09, 0.09], "molar_mass_g_mol": 598.8, "energy_ev": -107810.1060, "spin_multiplicity": 3, "charge": 0, "lumo_energy_ha": [-0.032, -0.030], "homo_lumo_gap_ev": [6.5, 6.6]}

{"formula": "C10H16ClPtRuSe", "method": "ωB97M-V with the def2-TZVPD basis set", "symbols": ["Ru", "Cl", "C", "H", "H", "H", "Pt", "C", "C", "C", "H", "H", "H", "H", "H", "H", "H", "H", "Se", "C", "C", "C", "C", "C", "C", "H", "H", "H", "H", "H"], "coordinates": [[-0.61149, 1.35561, -0.71882], [-2.18558, 3.02636, -0.27437], [-1.83325, -0.09549, -0.12669], [-1.34154, -0.88750, 0.45972], [-2.20649, -0.53833, -1.07134], [-2.67039, 0.34927, 0.43847], [0.71684, -0.05506, -2.97236], [2.54051, 0.26754, -3.76425], [-0.70409, -0.14989, -4.40456], [0.83343, -0.24239, -0.96566], [-1.14014, -1.16111, -4.36699], [-1.46334, 0.61857, -4.19466], [-0.19509, 0.02858, -5.36391], [3.20082, -0.55618, -3.45115], [2.43531, 0.30030, -4.85849], [2.91350, 1.22951, -3.37643], [0.43703, -1.16552, -0.50768], [1.89245, -0.06484, -0.70576], [0.91941, 1.77516, 0.99962], [0.37246, 0.67678, 2.44907], [-0.90601, 0.83156, 3.00737], [-1.35688, -0.08690, 3.95763], [-0.52670, -1.14550, 4.35593], [0.77505, -1.26038, 3.84051], [1.23722, -0.34405, 2.89854], [-1.53893, 1.63748, 2.62875], [-2.35407, 0.02919, 4.38866], [-0.90408, -1.89266, 5.05729], [1.43205, -2.06267, 4.18387], [2.23198, -0.41742, 2.45769]], "nbo_charge": [0.93, -0.49, -1.00, 0.22, 0.23, 0.24, 0.69, -0.93, -0.94, -0.85, 0.21, 0.21, 0.22, 0.21, 0.22, 0.21, 0.21, 0.21, 0.34, -0.27, -0.18, -0.17, -0.23, -0.20, -0.19, 0.23, 0.21, 0.22, 0.22, 0.21], "molar_mass_g_mol": 546.8, "energy_ev": -94314.1079, "spin_multiplicity": 10, "charge": 0, "lumo_energy_ha": [-0.020, -0.129], "homo_lumo_gap_ev": [5.0, 5.7]}

{"formula": "C10H16CoN2P", "method": "ωB97M-V with the def2-TZVPD basis set", "symbols": ["C", "C", "C", "C", "C", "Co", "P", "H", "H", "H", "H", "H", "H", "H", "H", "C", "C", "C", "C", "N", "N", "C", "H", "H", "H", "H", "H", "H", "H", "H"], "coordinates": [[0.35518, -0.16241, -3.21300], [-0.67852, -1.05006, -3.64117], [-0.41261, -2.28913, -2.99523], [0.91380, -2.31047, -2.48547], [1.35088, -0.94799, -2.48641], [0.22610, 1.60845, 0.22057], [-0.36645, 3.24395, -1.00987], [0.38585, 0.92288, -3.37189], [-1.56441, -0.79824, -4.22355], [-1.06620, -3.15167, -3.04538], [2.24539, -0.56008, -1.99974], [1.43253, -3.17401, -2.06956], [-1.66477, 3.54285, -0.47277], [-0.58113, 2.96812, -2.41611], [0.31915, 4.49887, -0.96182], [1.11129, 1.05828, 4.10167], [0.50619, 0.42831, 2.91959], [-0.52785, -0.46189, 2.72464], [-0.66039, -0.72467, 1.36419], [0.23641, -0.01916, 0.65767], [0.97401, 0.80258, 1.69179], [-1.61444, -1.61936, 0.69825], [0.34154, 1.53444, 4.71738], [1.64918, 0.35840, 4.75043], [1.82447, 1.83634, 3.80596], [-1.11441, -0.90687, 3.50890], [1.98570, 0.94926, 1.66420], [-1.43845, -2.67006, 0.97489], [-2.65264, -1.37220, 0.97899], [-1.51538, -1.53445, -0.38716]], "nbo_charge": [-0.38, -0.37, -0.37, -0.37, -0.36, 0.61, -0.04, 0.16, 0.18, 0.17, 0.18, 0.18, 0.02, 0.04, -0.02, -0.63, 0.04, -0.34, 0.13, -0.48, -0.56, -0.65, 0.20, 0.20, 0.20, 0.20, 0.38, 0.21, 0.20, 0.27], "molar_mass_g_mol": 254.2, "energy_ev": -60519.0706, "spin_multiplicity": 4, "charge": -1, "lumo_energy_ha": [0.111, 0.100], "homo_lumo_gap_ev": [4.2, 4.9]}

{"formula": "C10H16F5NPS2", "method": "ωB97M-V with the def2-TZVPD basis set", "symbols": ["C", "C", "C", "C", "C", "C", "N", "C", "F", "S", "C", "P", "S", "C", "F", "F", "C", "F", "F", "H", "H", "H", "H", "H", "H", "H", "H", "H", "H", "H", "H", "H", "H", "H", "H"], "coordinates": [[4.03018, -1.16197, 0.97623], [2.79262, -1.11076, -0.08515], [2.88776, 0.31679, -0.80448], [1.59556, 0.74021, -1.66612], [0.29835, -0.16718, -1.43889], [-0.46446, 0.06546, -0.04064], [0.20350, 1.22603, 0.66858], [-0.30389, 2.45892, 0.50844], [0.15636, 3.64724, 1.04617], [-1.78004, 2.23881, -0.61375], [-2.02141, 0.47121, -0.02142], [-2.58131, 0.78880, 1.80942], [-3.93680, 2.19925, 1.92337], [-3.09827, -0.43843, -0.76605], [-2.71748, -0.88056, -2.05377], [-4.25502, 0.38893, -0.95999], [-3.59742, -1.72093, 0.05412], [-4.76557, -1.32800, 0.79155], [-2.60460, -2.32005, 0.86453], [4.08947, -2.14958, 1.53800], [5.01121, -0.94763, 0.41030], [3.89517, -0.25594, 1.68003], [3.01228, -1.95054, -0.83891], [1.84810, -1.28218, 0.52818], [3.16096, 1.13170, -0.03053], [3.78106, 0.28901, -1.52771], [1.88877, 0.60408, -2.77403], [1.43202, 1.85814, -1.52567], [0.47739, -1.28598, -1.54739], [-0.44261, 0.11653, -2.27799], [-0.45539, -0.88247, 0.61301], [1.05457, 1.02831, 1.21733], [-3.10635, -0.41780, 2.41877], [-1.49388, 1.20540, 2.64733], [-3.99083, -2.47481, -0.72285]], "nbo_charge": [-0.61, -0.42, -0.43, -0.43, -0.44, -0.07, -0.55, 0.64, -0.23, 0.42, -0.47, 0.73, -0.48, 0.63, -0.31, -0.31, 0.50, -0.32, -0.33, 0.23, 0.22, 0.19, 0.23, 0.17, 0.20, 0.24, 0.25, 0.21, 0.26, 0.25, 0.27, 0.47, 0.06, 0.01, 0.21], "molar_mass_g_mol": 340.3, "energy_ev": -56655.2479, "spin_multiplicity": 1, "charge": 1, "lumo_energy_ha": -0.193, "homo_lumo_gap_ev": 6.8}